1.
2 unconnected molecules or ions with the total composition C9H14 at a distorted geometry. Source: OMol25; level of theory: ωB97M-V/def2-TZVPD.

Positions of all 23 atoms, in Å:
C -0.55 -2.69 -0.98
C -0.31 -1.15 -1.10
C -1.46 -0.39 -1.28
C -1.34 1.01 -1.44
C -0.12 1.66 -1.20
C 0.89 0.81 -0.72
C 0.84 -0.59 -0.69
H -1.63 -2.83 -0.61
H -0.12 -3.09 -0.05
H -0.16 -3.11 -1.85
H -2.31 -0.98 -1.59
H -2.15 1.61 -1.82
H -0.11 2.80 -1.16
H 1.72 1.29 -0.30
H 1.70 -1.11 -0.48
C 0.92 0.01 2.98
C 0.79 1.49 2.80
H 0.49 -0.55 2.23
H 1.99 -0.40 3.29
H 0.35 -0.32 3.82
H 1.56 2.07 2.24
H 0.85 2.03 3.84
H -0.16 1.64 2.22

Calculated values
HOMO in Ha: -0.335
Molar mass in Da: 122.2
DFT total energy in eV: -9558.36607

Let us look at the natural (NBO) charges, expressed in e, one per atom: atom 1 (C): -0.642, atom 2 (C): 0.003, atom 3 (C): -0.238, atom 4 (C): -0.189, atom 5 (C): -0.242, atom 6 (C): -0.180, atom 7 (C): -0.230, atom 8 (H): 0.219, atom 9 (H): 0.216, atom 10 (H): 0.223, atom 11 (H): 0.212, atom 12 (H): 0.208, atom 13 (H): 0.225, atom 14 (H): 0.200, atom 15 (H): 0.211, atom 16 (C): -0.611, atom 17 (C): -0.621, atom 18 (H): 0.208, atom 19 (H): 0.193, atom 20 (H): 0.206, atom 21 (H): 0.207, atom 22 (H): 0.203, atom 23 (H): 0.216

2.
2 unconnected molecules or ions with the total composition C9H14 at a distorted geometry. Source: OMol25; level of theory: ωB97M-V/def2-TZVPD.

Positions of all 23 atoms, in Å:
C -0.60 0.09 3.62
C -0.28 0.19 2.14
C -0.37 -0.88 1.37
C -0.15 -0.75 0.05
C 0.20 0.49 -0.56
C 0.17 1.59 0.23
C 0.05 1.43 1.68
H -0.83 -1.01 3.52
H -1.56 0.74 3.82
H 0.35 0.47 4.06
H -0.56 -1.93 1.60
H 0.00 -1.64 -0.66
H 0.49 0.69 -1.59
H 0.25 2.51 -0.29
H 0.36 2.29 2.20
C -0.33 -0.67 -3.57
C 1.19 -1.00 -3.58
H -0.62 0.36 -3.92
H -1.05 -1.22 -4.19
H -0.66 -0.89 -2.55
H 1.63 -0.89 -4.51
H 1.31 -1.95 -3.05
H 1.61 -0.39 -2.81

Calculated values
HOMO in Ha: -0.328
Molar mass in Da: 122.2
DFT total energy in eV: -9557.80629

Let us look at the natural (NBO) charges, expressed in e, one per atom: atom 1 (C): -0.637, atom 2 (C): -0.023, atom 3 (C): -0.262, atom 4 (C): -0.177, atom 5 (C): -0.247, atom 6 (C): -0.182, atom 7 (C): -0.207, atom 8 (H): 0.221, atom 9 (H): 0.224, atom 10 (H): 0.229, atom 11 (H): 0.223, atom 12 (H): 0.202, atom 13 (H): 0.220, atom 14 (H): 0.203, atom 15 (H): 0.212, atom 16 (C): -0.624, atom 17 (C): -0.610, atom 18 (H): 0.202, atom 19 (H): 0.208, atom 20 (H): 0.207, atom 21 (H): 0.210, atom 22 (H): 0.206, atom 23 (H): 0.203

3.
2 unconnected molecules or ions with the total composition C9H14 at a distorted geometry. Source: OMol25; level of theory: ωB97M-V/def2-TZVPD.

Positions of all 23 atoms, in Å:
C -0.54 -0.69 2.50
C 0.32 0.27 1.71
C -0.13 0.72 0.46
C 0.73 1.42 -0.35
C 2.01 1.75 0.08
C 2.46 1.29 1.30
C 1.61 0.55 2.12
H -1.57 -0.32 2.61
H -0.10 -0.89 3.47
H -0.63 -1.62 1.94
H -1.10 0.37 0.14
H 0.43 1.76 -1.34
H 2.61 2.43 -0.51
H 3.51 1.36 1.56
H 1.92 0.32 3.14
C -2.12 -0.78 -2.42
C -0.74 -1.45 -2.29
H -2.81 -1.19 -1.68
H -2.08 0.30 -2.29
H -2.54 -0.97 -3.41
H -0.45 -1.43 -1.24
H -0.80 -2.42 -2.77
H 0.02 -0.80 -2.73

Calculated values
HOMO in Ha: -0.331
Molar mass in Da: 122.2
DFT total energy in eV: -9559.82000

Let us look at the natural (NBO) charges, expressed in e, one per atom: atom 1 (C): -0.630, atom 2 (C): 0.001, atom 3 (C): -0.230, atom 4 (C): -0.193, atom 5 (C): -0.229, atom 6 (C): -0.200, atom 7 (C): -0.225, atom 8 (H): 0.217, atom 9 (H): 0.215, atom 10 (H): 0.219, atom 11 (H): 0.211, atom 12 (H): 0.210, atom 13 (H): 0.212, atom 14 (H): 0.212, atom 15 (H): 0.209, atom 16 (C): -0.607, atom 17 (C): -0.612, atom 18 (H): 0.199, atom 19 (H): 0.199, atom 20 (H): 0.203, atom 21 (H): 0.207, atom 22 (H): 0.208, atom 23 (H): 0.204